The following is a quantum chemistry calculation of the molecule C14H18ClF3N2O3S at a distorted geometry, from OMol25.

The geometry in XYZ format:
```
42
Properties=species:S:1:pos:R:3:forces:R:3
C -6.270 3.028 1.953 0.0 -0.1 -0.2
C -5.386 2.767 0.738 0.1 0.2 0.2
C -3.902 2.988 1.022 -0.1 -0.3 -0.1
C -3.338 1.996 2.041 -0.2 0.1 0.0
N -1.890 2.013 2.028 0.0 0.3 0.3
C -1.176 1.045 1.440 0.2 0.1 0.6
O -1.650 -0.019 1.077 -0.1 -0.3 0.0
C 0.322 1.321 1.303 -0.2 0.4 0.1
N 0.810 1.006 -0.026 -0.9 0.3 -0.6
C 1.497 -0.197 -0.251 0.6 -0.6 -0.2
C 1.026 -1.410 0.241 0.2 -0.1 -0.1
C 1.724 -2.582 -0.013 0.0 0.0 0.0
C 1.166 -3.871 0.522 -0.1 -0.2 0.0
F 0.815 -3.779 1.815 0.0 0.2 0.1
F 2.026 -4.895 0.433 0.3 0.0 -0.1
F 0.057 -4.253 -0.141 -0.1 0.1 -0.1
C 2.886 -2.566 -0.773 -0.2 0.0 0.1
C 3.364 -1.363 -1.257 0.0 0.1 0.0
C 2.686 -0.180 -0.990 -0.2 -0.3 0.1
Cl 3.323 1.309 -1.535 0.6 0.1 0.0
S -0.169 1.530 -1.302 0.1 -0.2 -0.6
C -1.156 0.114 -1.833 0.4 0.5 0.4
O -1.014 2.543 -0.741 -0.2 0.0 0.3
O 0.673 1.890 -2.398 -0.1 -0.3 -0.2
H -6.067 2.312 2.745 0.0 0.0 0.2
H -7.319 2.942 1.681 -0.1 0.0 0.1
H -6.100 4.030 2.341 0.0 0.1 0.1
H -5.538 1.743 0.392 0.0 0.0 -0.1
H -5.686 3.438 -0.069 0.0 -0.1 -0.1
H -3.750 4.007 1.386 0.1 0.1 0.0
H -3.331 2.878 0.097 0.0 0.1 0.1
H -3.642 0.978 1.788 0.0 0.1 0.1
H -3.679 2.231 3.052 -0.1 -0.1 -0.1
H -1.461 2.917 2.151 0.1 -0.1 -0.1
H 0.536 2.377 1.487 0.0 -0.1 0.2
H 0.869 0.712 2.027 -0.1 0.1 -0.1
H 0.106 -1.428 0.810 -0.1 0.0 0.0
H 3.417 -3.483 -0.972 0.0 -0.1 0.0
H 4.275 -1.327 -1.830 0.1 0.0 -0.1
H -1.859 0.497 -2.562 0.0 0.2 -0.2
H -1.672 -0.298 -0.975 0.0 0.0 0.0
H -0.488 -0.606 -2.287 0.1 -0.1 -0.1
```
Forces are in eV/Å.

Computed properties:
SMILES string = CCCCNC(=O)CN(c1cc(C(F)(F)F)ccc1Cl)S(C)(=O)=O
Total charge = 0
HOMO level = -9.43 eV